Entry 1:
Below is C6H15NO4S in the gas phase at a distorted geometry, with properties calculated with wB97M-V/def2-TZVPD.

Cartesian coordinates (Å):
1 O 0.322 2.403 -1.649
2 O -0.292 1.164 -3.677
3 O 1.373 0.265 -2.156
4 O -1.969 -0.021 0.914
5 C -0.843 0.518 0.228
6 C 2.119 1.333 0.700
7 C 0.731 1.314 2.660
8 C 2.191 -0.562 2.201
9 C 0.323 -0.257 0.747
10 C -1.075 0.183 -1.278
11 N 1.339 0.503 1.594
12 S 0.139 1.079 -2.291
13 H -2.803 0.098 0.413
14 H -0.770 1.597 0.358
15 H 2.520 0.797 -0.162
16 H 1.517 2.124 0.312
17 H 2.950 1.746 1.269
18 H 1.371 2.176 2.975
19 H -0.256 1.744 2.352
20 H 0.610 0.729 3.563
21 H 2.893 -0.867 1.429
22 H 1.538 -1.387 2.558
23 H 2.731 -0.188 3.112
24 H -0.073 -1.093 1.329
25 H 0.816 -0.728 -0.096
26 H -2.042 0.514 -1.601
27 H -1.071 -0.896 -1.518

As for the relative energy (zero: lowest compared OMol25 entry of this formula, charge and spin): 29.2 kcal/mol. Its SMILES is C[N+](C)(C)C[C@H](O)CS(=O)(=O)[O-]. The total energy is -991.45232 hartree.

Entry 2:
Below is C6H9NS in the gas phase at a distorted geometry, with properties calculated with wB97M-V/def2-TZVPD.

Cartesian coordinates (Å):
1 C -0.325 1.615 -1.211
2 C -1.314 1.036 -0.350
3 C -1.105 0.400 0.825
4 C 0.104 0.273 1.678
5 C 1.212 -0.661 1.310
6 C 1.251 -1.440 0.267
7 H -0.212 0.671 -2.049
8 H 0.584 1.488 -0.768
9 H -0.529 2.592 -1.934
10 H -2.381 0.951 -0.599
11 H -1.991 -0.089 1.324
12 H 1.981 -0.978 2.048
13 H 2.018 -2.313 0.063
14 H -0.547 -1.042 -1.010
15 H 0.773 -1.870 -1.931
16 N 0.430 -1.540 -0.830
17 S 0.051 0.906 3.166

As for the relative energy (zero: lowest compared OMol25 entry of this formula, charge and spin): 91.9 kcal/mol. Its SMILES is C/C=C\C(=S)/C=C\N. The total energy is -686.81631 hartree.

Entry 3:
Below is 6 unconnected molecules or ions with the total composition C29H33N5O at a distorted geometry, with properties calculated with wB97M-V/def2-TZVPD.

Cartesian coordinates (Å):
1 C -2.446 0.015 0.010
2 C -2.754 -1.406 0.503
3 C -1.345 -1.922 0.861
4 O -0.445 -1.272 -0.055
5 C -1.071 -0.141 -0.652
6 H -2.439 0.726 0.839
7 H -3.270 0.345 -0.625
8 H -3.215 -2.037 -0.257
9 H -3.327 -1.497 1.425
10 H -1.139 -2.981 0.729
11 H -1.158 -1.585 1.884
12 H -1.220 -0.282 -1.724
13 H -0.444 0.718 -0.410
14 N -4.363 -2.426 -5.671
15 C -3.735 -3.138 -4.728
16 C -3.705 -2.752 -3.404
17 C -4.486 -1.679 -2.970
18 C -5.231 -1.013 -3.937
19 C -5.041 -1.354 -5.266
20 H -3.169 -3.991 -5.079
21 H -3.095 -3.179 -2.616
22 H -4.464 -1.482 -1.908
23 H -5.950 -0.250 -3.667
24 H -5.579 -0.788 -6.018
25 N 3.566 2.172 -1.912
26 C 3.397 1.592 -3.105
27 C 2.937 0.297 -3.262
28 C 2.456 -0.382 -2.160
29 C 2.421 0.311 -0.950
30 C 2.959 1.574 -0.884
31 H 3.785 2.124 -3.966
32 H 2.961 -0.115 -4.264
33 H 2.005 -1.362 -2.253
34 H 2.066 -0.183 -0.053
35 H 3.027 2.026 0.102
36 N 0.688 3.655 1.155
37 C 0.852 4.725 1.921
38 C 0.840 6.027 1.435
39 C 0.391 6.259 0.131
40 C 0.196 5.144 -0.662
41 C 0.404 3.885 -0.143
42 H 0.931 4.589 2.995
43 H 0.859 6.859 2.128
44 H 0.135 7.278 -0.116
45 H -0.171 5.277 -1.673
46 H 0.395 2.979 -0.732
47 N 0.138 -0.154 5.457
48 C 1.134 -0.495 4.630
49 C 1.237 -0.176 3.273
50 C 0.178 0.549 2.750
51 C -0.881 0.952 3.554
52 C -0.840 0.556 4.870
53 H 2.015 -0.889 5.131
54 H 2.169 -0.390 2.772
55 H 0.196 0.768 1.687
56 H -1.726 1.498 3.163
57 H -1.649 0.838 5.540
58 N 1.572 -3.639 1.677
59 C 2.041 -3.322 0.460
60 C 3.356 -3.002 0.193
61 C 4.185 -2.789 1.288
62 C 3.734 -3.059 2.571
63 C 2.382 -3.437 2.705
64 H 1.268 -3.314 -0.299
65 H 3.785 -2.777 -0.773
66 H 5.224 -2.508 1.154
67 H 4.358 -3.011 3.451
68 H 2.111 -3.560 3.749

As for the relative energy (zero: lowest compared OMol25 entry of this formula, charge and spin): 0.0 kcal/mol. Its SMILES is c1ccncc1.c1ccncc1.c1ccncc1.c1ccncc1.c1ccncc1.C1CCOC1. The total energy is -1473.79300 hartree.

Entry 4:
Below is a gas-phase ion, C3H7OS (charge -1) at a distorted geometry, with properties calculated with wB97M-V/def2-TZVPD.

Cartesian coordinates (Å):
1 C -1.350 0.629 0.066
2 O -1.921 -0.323 -0.672
3 C 0.024 0.138 0.758
4 C 0.724 -0.849 -0.169
5 S 2.459 -0.347 -0.627
6 H -1.981 0.913 0.949
7 H -1.080 1.616 -0.404
8 H 0.606 1.033 0.985
9 H -0.361 -0.316 1.676
10 H 0.078 -0.861 -1.049
11 H 0.784 -1.858 0.240
12 H 2.018 0.224 -1.754

As for the relative energy (zero: lowest compared OMol25 entry of this formula, charge and spin): 40.6 kcal/mol. Its SMILES is [O-]CCCS. The total energy is -591.90352 hartree. The net charge is -1.

Entry 5:
Below is 7 unconnected molecules or ions with the total composition C18H45ClN2O8 at a distorted geometry, with properties calculated with wB97M-V/def2-TZVPD.

Cartesian coordinates (Å):
1 C 5.505 -1.974 -3.399
2 C 4.718 -1.349 -2.767
3 N 3.716 -0.580 -2.201
4 C 2.438 -1.290 -2.527
5 C 1.160 -0.597 -1.998
6 C 0.438 -0.002 -3.234
7 Cl -0.999 0.962 -2.795
8 C 3.812 0.715 -2.798
9 O 4.682 0.984 -3.562
10 O 2.901 1.679 -2.438
11 N 3.455 2.955 -2.396
12 H 6.210 -2.312 -4.114
13 H 2.505 -2.267 -2.048
14 H 2.383 -1.468 -3.610
15 H 1.408 0.222 -1.321
16 H 0.439 -1.274 -1.542
17 H 1.168 0.558 -3.822
18 H 0.168 -0.868 -3.862
19 H 3.661 3.294 -3.325
20 H 4.260 2.987 -1.786
21 C -4.674 2.419 -1.394
22 C -5.258 1.437 -2.393
23 O -4.446 1.353 -3.559
24 H -4.583 3.410 -1.841
25 H -5.301 2.492 -0.503
26 H -3.670 2.109 -1.092
27 H -6.251 1.758 -2.710
28 H -5.344 0.440 -1.948
29 H -3.572 1.059 -3.283
30 C 1.863 -1.261 2.695
31 C 1.281 -2.247 1.703
32 O 2.109 -2.352 0.543
33 H 1.967 -0.275 2.236
34 H 1.228 -1.173 3.577
35 H 2.855 -1.575 3.013
36 H 0.295 -1.920 1.370
37 H 1.182 -3.237 2.159
38 H 2.977 -2.650 0.832
39 C -2.173 -3.942 -3.710
40 C -1.415 -3.404 -4.909
41 O -0.065 -3.096 -4.561
42 H -2.167 -3.215 -2.897
43 H -3.208 -4.169 -3.971
44 H -1.701 -4.853 -3.332
45 H -1.876 -2.485 -5.270
46 H -1.414 -4.133 -5.724
47 H 0.349 -3.907 -4.251
48 C -7.924 4.417 -1.761
49 C -7.907 5.265 -0.503
50 O -6.630 5.218 0.128
51 H -7.677 3.381 -1.525
52 H -8.905 4.444 -2.238
53 H -7.177 4.771 -2.476
54 H -8.638 4.898 0.217
55 H -8.148 6.307 -0.737
56 H -5.982 5.552 -0.499
57 C 4.452 -2.780 6.575
58 C 3.212 -3.481 6.055
59 O 3.117 -3.358 4.638
60 H 4.433 -1.724 6.302
61 H 4.523 -2.863 7.661
62 H 5.354 -3.212 6.133
63 H 2.314 -3.034 6.481
64 H 3.228 -4.544 6.320
65 H 3.902 -3.761 4.256
66 C 1.712 2.551 5.386
67 C 2.721 1.612 6.020
68 O 3.190 0.655 5.075
69 H 0.865 1.989 4.990
70 H 1.343 3.279 6.111
71 H 2.161 3.091 4.548
72 H 2.265 1.061 6.842
73 H 3.576 2.173 6.413
74 H 3.603 1.137 4.352

Its SMILES is C#CN(CCCCl)C(=O)ON.CCO.CCO.CCO.CCO.CCO.CCO. The total energy is -1884.23560 hartree.

Entry 6:
Below is a gas-phase ion, C4H11N2O (charge +1) at a distorted geometry, with properties calculated with wB97M-V/def2-TZVPD.

Cartesian coordinates (Å):
1 O -0.843 1.910 -0.151
2 C -0.466 0.872 0.421
3 N 0.027 0.954 1.645
4 C 0.726 -0.043 2.477
5 C -0.801 -0.522 -0.294
6 N -0.721 -0.360 -1.675
7 C 0.699 -0.116 -2.222
8 H -0.297 1.672 2.232
9 H 1.376 -0.814 2.090
10 H 1.295 0.456 3.375
11 H 0.126 -0.964 2.828
12 H -0.330 -1.422 0.264
13 H -1.926 -0.804 0.121
14 H -1.271 0.566 -2.011
15 H -0.962 -1.215 -2.288
16 H 1.491 -0.745 -1.745
17 H 1.089 0.852 -1.765
18 H 0.790 -0.280 -3.303

As for the relative energy (zero: lowest compared OMol25 entry of this formula, charge and spin): 82.8 kcal/mol. Its SMILES is CNC(=O)C[NH2+]C. The total energy is -343.43223 hartree. The net charge is +1.